No. 1
Entry from the Open Molecules 2025 dataset: a molecular structure, C50H59ClMoN3O2P2 at a distorted geometry (ωB97M-V/def2-TZVPD).

The HOMO energy (spin up / spin down) is -9.582 / -9.582 eV. The largest force on an atom is 2.00 eV/A. Its charge is +1. The value obtained for the frontier orbital gap (spin up / spin down) is 5.3978 / 5.3984 eV. As for the total energy: -94319.8747 eV.

Geometry (Å):
Mo  0.000  0.314  0.202
C  -0.652  0.731  -4.027
C  0.199  1.958  -3.726
C  1.651  1.750  -4.133
P  -0.127  2.385  -1.913
C  -0.952  4.037  -2.324
C  -1.586  4.799  -1.167
C  -0.091  4.996  -3.168
C  1.498  2.733  -1.135
C  1.941  3.986  -0.732
C  3.102  4.135  0.019
C  3.535  5.486  0.496
C  3.847  2.999  0.319
C  3.413  1.740  -0.054
C  2.209  1.583  -0.744
N  1.630  0.310  -0.962
C  2.392  -0.609  -1.678
C  3.595  -0.178  -2.276
C  4.443  -1.022  -2.956
C  4.116  -2.361  -3.120
C  5.033  -3.331  -3.790
C  2.900  -2.785  -2.613
C  2.034  -1.964  -1.899
P  0.527  -2.757  -1.198
C  -0.573  -3.138  -2.717
C  -1.896  -2.402  -2.501
C  0.028  -2.851  -4.087
C  0.879  -4.627  -0.834
C  1.708  -4.956  0.413
C  1.331  -5.596  -1.938
H  -0.555  0.433  -5.070
H  -1.707  0.928  -3.823
H  -0.324  -0.095  -3.395
H  -0.203  2.796  -4.300
H  1.994  0.756  -3.863
H  2.308  2.483  -3.668
H  1.744  1.854  -5.212
H  -1.781  3.668  -2.949
H  -0.844  5.146  -0.453
H  -2.326  4.198  -0.647
H  -2.092  5.676  -1.569
H  0.151  5.890  -2.599
H  -0.646  5.325  -4.044
H  0.842  4.558  -3.509
H  1.374  4.865  -0.993
H  2.698  6.180  0.491
H  4.315  5.884  -0.153
H  3.936  5.427  1.506
H  4.773  3.097  0.866
H  3.996  0.867  0.211
H  3.884  0.859  -2.200
H  5.364  -0.631  -3.363
H  5.806  -2.813  -4.350
H  4.480  -3.987  -4.459
H  5.521  -3.954  -3.040
H  2.619  -3.813  -2.760
H  -0.808  -4.206  -2.662
H  -1.750  -1.320  -2.464
H  -2.350  -2.719  -1.557
H  -2.591  -2.626  -3.310
H  0.440  -1.849  -4.149
H  -0.747  -2.950  -4.846
H  0.825  -3.549  -4.332
H  -0.168  -4.890  -0.622
H  1.700  -4.167  1.160
H  2.745  -5.136  0.147
H  1.334  -5.873  0.869
H  2.416  -5.655  -1.993
H  0.939  -5.384  -2.930
H  0.982  -6.592  -1.658
C  -1.668  0.243  3.649
O  -1.951  -0.028  2.275
C  -2.152  -1.381  2.016
C  -3.378  -1.980  2.225
C  -3.526  -3.338  1.982
C  -2.421  -4.093  1.622
C  -1.179  -3.506  1.462
C  -1.032  -2.122  1.585
N  0.093  -1.371  1.343
N  1.283  -1.957  1.175
C  2.363  -1.255  1.509
C  2.209  0.071  2.068
O  1.217  0.815  1.719
C  3.182  0.556  2.974
C  4.381  -0.078  3.097
C  4.702  -1.199  2.281
C  6.006  -1.715  2.242
C  6.341  -2.732  1.381
C  5.383  -3.237  0.504
C  4.088  -2.774  0.546
C  3.707  -1.778  1.447
H  -2.186  1.165  3.921
H  -2.024  -0.572  4.284
H  -0.588  0.372  3.799
H  -4.212  -1.384  2.567
H  -4.490  -3.807  2.109
H  -2.534  -5.157  1.474
H  -0.313  -4.100  1.258
H  2.967  1.484  3.481
H  5.140  0.324  3.751
H  6.755  -1.277  2.883
H  7.348  -3.119  1.352
H  5.668  -3.980  -0.226
H  3.352  -3.131  -0.150
Cl  -6.672  1.159  -0.579
C  -5.033  1.450  -0.130
C  -4.727  2.504  0.721
C  -3.412  2.743  1.074
C  -2.381  1.946  0.581
C  -0.949  2.127  0.948
C  -2.721  0.881  -0.255
C  -4.030  0.616  -0.611
H  -5.516  3.128  1.109
H  -3.185  3.554  1.751
H  -0.859  2.220  2.035
H  -0.554  3.071  0.560
H  -1.900  0.191  -0.595
H  -4.276  -0.221  -1.248

Löwdin population analysis, charges in e, atoms 1 to 99: 1.5644 -0.1331 -0.5174 -0.0868 1.1261 -0.5018 -0.1103 -0.1074 -0.3021 -0.0280 -0.2556 -0.0396 -0.0096 -0.0354 -0.3520 -0.1273 -0.2796 -0.0379 -0.0101 -0.2656 -0.0331 -0.0812 -0.3076 1.1578 -0.5210 -0.1387 -0.1023 -0.4919 -0.1319 -0.1110 0.0908 0.0772 0.0280 0.0892 0.0564 0.0727 0.0898 0.1075 0.0720 0.0488 0.0894 0.0749 0.0868 0.0658 0.0937 0.0795 0.0898 0.0829 0.1226 0.1215 0.1096 0.1216 0.0809 0.0856 0.0782 0.0811 0.0914 0.0298 0.0670 0.0835 0.0506 0.0856 0.0655 0.0814 0.0410 0.0673 0.0918 0.0694 0.0630 0.0915 -0.0350 -0.1972 -0.2390 0.0052 -0.0587 -0.0629 -0.0263 -0.2235 -0.1988 0.0811 -0.1556 -0.2954 -0.1608 0.0140 0.0233 -0.1634 -0.0152 -0.0585 -0.0400 -0.0228 -0.0840 0.0996 0.1062 0.0897 0.1314 0.1115 0.1120 0.0623 0.1302

***

No. 2
Entry from the Open Molecules 2025 dataset: a molecular structure, C31H25Cl5N2O4PRuS (ωB97M-V/def2-TZVPD).

The HOMO energy (spin up / spin down) is -7.961 / -8.300 eV. The largest force on an atom is 0.14 eV/A. The value obtained for the frontier orbital gap (spin up / spin down) is 8.2672 / 7.4898 eV. The multiplicity is 2. As for the total energy: -129042.7173 eV. For the energy relative to the best compared isomer or geometry (same formula, charge and spin), the calculation gives 17.5 kcal per mole.

Geometry (Å):
Ru  2.154  -0.792  0.446
C  4.246  -0.376  0.725
C  3.560  0.872  0.808
C  2.707  0.837  1.943
C  2.823  -0.445  2.539
C  3.787  -1.189  1.814
H  4.986  -0.647  -0.009
H  3.638  1.681  0.101
H  2.031  1.620  2.246
H  2.250  -0.809  3.377
H  4.102  -2.195  2.035
O  2.059  1.993  -1.585
S  1.377  0.930  -2.289
O  1.824  0.622  -3.618
O  1.291  -0.322  -1.447
C  -0.321  1.469  -2.438
C  -0.816  1.628  -3.726
C  -2.071  2.184  -3.922
C  -2.816  2.604  -2.830
C  -2.317  2.438  -1.548
C  -1.075  1.846  -1.326
P  -0.441  1.614  0.389
C  -1.851  0.770  1.207
C  -2.913  0.159  0.547
C  -3.882  -0.545  1.256
C  -3.797  -0.662  2.633
C  -2.728  -0.075  3.303
C  -1.766  0.624  2.595
C  -0.613  3.336  0.998
C  -1.692  3.832  1.727
C  -1.713  5.158  2.136
C  -0.661  6.004  1.815
C  0.416  5.519  1.085
C  0.444  4.192  0.686
H  -0.197  1.329  -4.560
H  -2.453  2.311  -4.926
H  -3.785  3.067  -2.975
H  -2.902  2.774  -0.700
H  -2.997  0.231  -0.530
H  -4.710  -0.997  0.722
H  -4.556  -1.202  3.185
H  -2.647  -0.164  4.379
H  -0.932  1.071  3.128
H  -2.520  3.182  1.982
H  -2.556  5.532  2.703
H  -0.679  7.039  2.132
H  1.239  6.175  0.830
H  1.281  3.812  0.108
C  -1.299  -3.317  -1.843
N  -0.533  -2.353  -1.084
C  -0.573  -2.241  0.244
N  -1.479  -2.988  0.926
O  0.201  -1.501  0.899
H  -0.964  -3.281  -2.877
H  -2.370  -3.093  -1.832
H  -1.142  -4.330  -1.465
H  0.137  -1.746  -1.547
H  -2.323  -3.272  0.459
H  -1.581  -2.719  1.892
Cl  1.727  -3.746  2.109
C  2.128  -3.848  0.418
C  2.522  -2.707  -0.290
C  3.035  -2.938  -1.570
Cl  3.792  -1.657  -2.451
C  2.987  -4.193  -2.181
Cl  3.564  -4.414  -3.787
C  2.464  -5.279  -1.486
Cl  2.349  -6.821  -2.242
C  2.064  -5.115  -0.164
Cl  1.491  -6.475  0.723

Partial atomic charges computed with the Löwdin method, in multiples of e: 1.2571 -0.1916 -0.1584 -0.1459 -0.1704 -0.2060 0.0952 0.1003 0.0946 0.1118 0.0977 -0.3298 0.4707 -0.3140 -0.5277 -0.2545 -0.0507 -0.0645 -0.0672 -0.0957 -0.3243 1.1235 -0.3807 -0.0953 -0.0951 -0.0995 -0.0844 -0.1148 -0.3611 -0.0948 -0.0837 -0.0902 -0.0801 -0.0941 0.1096 0.1067 0.1061 0.1089 0.0989 0.1034 0.1010 0.1040 0.1099 0.0993 0.1021 0.1011 0.1042 0.0937 -0.0519 0.0588 -0.6085 0.2133 -0.1745 0.0952 0.0838 0.0910 0.0989 0.0978 0.1108 0.7174 -0.6648 -0.2687 -0.6637 0.7460 -0.7093 0.6849 -0.7162 0.6775 -0.7170 0.6738

***

No. 3
Entry from the Open Molecules 2025 dataset: a gas-phase ion, C5H11O2 (charge -1) at a distorted geometry (ωB97M-V/def2-TZVPD).

The HOMO energy is -2.120 eV. The largest force on an atom is 1.15 eV/A. Its charge is -1. The value obtained for the frontier orbital gap is 5.2774 eV. As for the SMILES: [O-]CCCCCO. As for the total energy: -9457.4416 eV. For the energy relative to the best compared isomer or geometry (same formula, charge and spin), the calculation gives 59.7 kcal per mole.

Geometry (Å):
O  3.664  -0.362  -0.534
C  2.638  -0.192  0.300
C  1.264  0.004  -0.399
C  0.183  0.555  0.530
C  -1.181  0.672  -0.131
C  -1.859  -0.692  -0.405
O  -3.010  -0.916  0.414
H  2.760  0.698  0.968
H  2.433  -1.033  1.036
H  0.992  -0.935  -0.899
H  1.419  0.766  -1.166
H  0.096  -0.044  1.438
H  0.533  1.551  0.801
H  -1.090  1.229  -1.058
H  -1.833  1.168  0.594
H  -1.189  -1.513  -0.183
H  -2.139  -0.675  -1.462
H  -3.680  -0.280  0.156

Partial atomic charges computed with the Löwdin method, in multiples of e: -0.3703 -0.5997 -0.2395 -0.2580 -0.2066 -0.2616 -0.0952 0.0719 0.0773 0.0969 0.0977 0.1093 0.0992 0.0988 0.0993 0.1083 0.1044 0.0678

***

No. 4
Entry from the Open Molecules 2025 dataset: 2 unconnected molecules or ions with the total composition H4OS2 (ωB97M-V/def2-TZVPD).

The HOMO energy is -9.105 eV. The largest force on an atom is 0.44 eV/A. The value obtained for the frontier orbital gap is 9.6199 eV. As for the SMILES: SS.O. As for the total energy: -23782.6538 eV. For the energy relative to the best compared isomer or geometry (same formula, charge and spin), the calculation gives 2.9 kcal per mole.

Geometry (Å):
S  -1.265  0.469  -0.370
S  -0.254  -1.176  0.356
H  -0.287  1.325  -0.056
H  0.153  -1.751  -0.787
O  2.440  0.938  0.291
H  3.198  0.733  -0.265
H  2.814  1.045  1.166

Partial atomic charges computed with the Löwdin method, in multiples of e: 0.2317 0.2141 -0.2288 -0.2077 -0.0809 0.0381 0.0335